124
Properties=species:S:1:pos:R:3:forces:R:3:lowdin_charge:R:1 method="wB97M-V/def2-TZVPD" spin_multiplicity=1 lumo_energy_ev=0.26 e_homo_ev=-8.817 smiles="C#CC[C@@H](O[C@](S)(CCCI)PP(=O)(O)O)[C@@H](O[C@@H](CCCCCC)CCN(CC)C(C)=O)B(O)OC.CCOC(C)=O.CCOC(C)=O.CCOC(C)=O" orbital_gap_ha=0.334 e_tot_ev=-105745.0820 charge=0
H 1.34550 2.92748 -1.38400 -2.4 -1.0 0.5 0.109
H -4.76705 7.98499 -2.78646 0.1 -0.3 -0.2 0.126
C -2.98383 2.54924 -1.42230 -0.9 -0.2 0.0 -0.255
H 7.16367 0.69653 -3.21915 -2.4 -1.0 -0.6 0.087
C -2.21545 1.75903 7.52661 0.1 0.0 0.2 -0.230
H 1.51034 0.48700 3.86200 -0.7 1.9 1.2 0.105
C 2.83645 2.01114 1.29161 3.0 1.9 0.1 -0.147
C -2.44739 -8.80576 3.38026 -0.1 0.2 0.2 -0.070
C 1.49378 1.56640 4.34065 -0.1 0.3 -0.5 -0.069
O -4.28857 -9.34949 1.88291 -0.5 -0.2 -0.3 -0.008
H 4.94982 3.74836 1.02732 0.0 -1.8 -1.3 0.127
P 4.83705 -2.07276 -0.92941 1.5 0.4 0.4 0.874
H -1.29105 1.88354 9.47385 0.0 0.0 -0.1 0.083
H 6.96336 0.80110 -5.60792 -2.7 0.0 0.8 0.075
C 1.42870 -0.81944 0.81183 -0.1 -1.2 0.0 -0.095
O 4.29130 0.36286 0.04123 0.3 1.3 -1.2 -0.247
H 7.60420 1.02612 -1.08590 -1.3 -0.8 0.4 -0.124
C 5.89174 0.82904 -5.08236 2.1 0.5 1.9 -0.660
H 1.55308 -1.30757 -0.27042 -0.1 1.1 2.5 0.097
H -0.22650 0.63750 1.26199 2.4 0.4 -1.0 0.160
H -3.85301 8.37018 -4.23231 -0.1 -0.1 -0.1 0.115
H -3.07103 -9.05011 4.24683 0.1 -0.1 -0.2 0.085
O -4.29152 6.34723 -3.90632 0.4 -0.5 0.2 -0.018
H -2.77660 -7.43829 0.83375 0.0 0.0 0.2 0.052
C 6.84905 3.67621 -2.02467 -5.6 -2.1 7.5 0.041
H -5.92728 7.72402 -5.61437 0.1 0.1 0.1 0.068
H 7.42763 4.07695 -2.98771 -1.7 -1.1 2.8 0.063
C -2.07680 2.32200 -2.76658 -0.2 -0.6 -0.2 -0.229
O -2.29448 -0.54468 4.79057 0.0 1.1 1.9 0.073
N -0.30244 -2.84817 0.81667 1.6 -1.5 -0.8 -0.137
C -2.87428 -1.03642 7.04095 -0.7 0.0 0.1 0.005
H -1.15729 0.28278 8.72064 -0.1 0.1 0.0 0.068
H -6.76329 7.35037 -4.11659 0.2 0.1 0.0 0.087
H -3.11332 -2.40371 -1.32623 1.2 -1.7 1.2 0.079
O -5.94033 -8.23409 0.85782 2.1 -0.5 0.7 0.082
H -4.36463 6.19627 -6.91236 0.1 0.0 0.1 0.100
H -2.04816 -1.67360 7.36432 -0.1 0.1 0.0 0.099
C -2.90061 -9.59284 2.16670 0.1 0.1 0.1 -0.231
C 4.89080 0.44615 -2.52766 0.3 0.3 -1.9 -0.205
O 4.55553 -2.89688 -4.09110 -2.8 0.5 2.2 -0.326
H 6.43600 -0.99155 -3.63679 -0.8 2.3 0.0 0.112
H -4.07499 -6.76219 -0.11966 -0.2 0.0 0.3 0.096
O 1.91323 -3.96762 0.43325 -8.0 0.0 0.5 -0.088
H 4.04448 -2.33967 0.27883 0.0 0.5 -1.4 -0.023
H -4.37334 4.18517 -2.33646 -0.3 -2.3 1.0 0.066
O -1.99539 1.12500 6.25549 -0.1 0.0 -0.6 -0.015
H 0.91660 0.23502 -1.69579 -1.2 1.2 1.3 0.098
H -2.07546 -3.95293 -1.62994 -0.6 1.5 1.8 0.074
H -1.40668 -9.03459 3.62213 -0.1 0.0 0.0 0.082
H -0.36054 -1.25685 2.33113 1.2 -1.0 -1.5 0.123
B 3.36543 1.49173 2.79138 0.0 -0.6 2.3 -0.384
H 4.70912 1.61049 -2.59731 0.5 -2.3 0.6 0.105
C -0.06364 -5.51456 0.00922 -1.6 0.3 -0.2 -0.032
C 0.27093 0.84323 -0.93560 -0.9 1.7 0.7 -0.096
H -2.67202 2.81132 -3.67456 1.7 -0.9 2.0 0.090
C 0.24451 2.48348 -1.26315 -0.1 0.1 -1.0 -0.187
H 5.59757 1.94818 -4.90553 0.3 -2.2 -0.6 0.057
H -2.59123 6.26171 -6.70842 -0.3 -0.2 0.0 0.097
H -3.56999 7.59082 -6.13620 -0.2 0.0 0.0 0.068
C -4.75760 -8.29178 1.17906 -1.6 0.2 -0.3 -0.501
H 2.91936 3.20312 1.44092 -0.3 -2.5 -0.4 0.176
C -0.53195 2.85271 -2.66548 -0.5 1.1 0.1 -0.219
O 2.05387 -2.14632 -2.74290 3.1 0.6 -0.3 -0.277
H -2.81109 -10.66527 2.38118 -0.3 0.2 -0.1 0.125
H 0.64583 2.24970 3.87092 1.5 -1.8 1.1 0.125
H -0.34500 -2.07454 -1.23309 -1.5 0.0 1.5 0.118
C 5.20871 2.79507 0.41078 2.3 -0.4 -0.3 -0.130
O 1.47983 1.83918 0.97619 0.7 0.1 0.6 -0.140
H -3.22930 1.56651 7.89054 0.1 -0.1 -0.1 0.115
H -0.15343 1.59962 8.13752 -0.2 0.1 0.0 0.079
C -3.55457 6.50904 -6.24978 0.6 0.4 -0.1 0.008
H -1.56084 -1.24107 0.08101 1.4 -2.1 -1.0 0.130
H -4.94416 2.36014 -2.65446 1.0 1.7 1.5 0.086
I 4.39623 -0.19853 -6.28752 0.6 0.6 0.5 0.709
H 5.99934 2.19190 1.07281 -1.6 1.3 -1.5 0.125
H -2.03131 1.16934 -2.99071 -0.2 2.1 0.4 0.103
C -4.48007 3.10856 -1.85970 0.1 -0.3 0.0 -0.148
P 3.65582 -2.84222 -2.56025 -3.0 -6.6 -1.4 0.509
C 3.97666 1.76702 0.08644 -2.0 1.9 -0.2 -0.239
H -3.68236 -1.65959 6.64320 0.4 0.0 0.0 0.096
H 1.40386 1.52893 5.50948 0.2 0.0 -2.4 0.104
C 0.55618 -4.02500 0.42449 5.6 -0.1 -0.1 -0.248
C 5.12584 -0.13828 -1.02261 -0.3 0.4 -0.8 -0.859
C 6.16062 0.15693 -3.57792 0.4 0.3 0.0 -0.296
H -0.05573 -5.68485 -1.17077 0.4 0.6 2.6 0.104
H -3.16372 1.52036 -0.84925 0.6 2.2 -1.1 0.104
H 3.92039 -3.37919 -4.71155 1.1 0.8 1.2 0.078
H 1.08851 -2.45651 2.43209 -1.5 1.3 -1.8 0.135
H 2.46196 -0.92977 1.33192 -1.7 0.7 -0.9 0.097
H -6.27832 9.02569 -4.46109 0.0 -0.1 0.0 0.082
H -2.49607 3.30166 -0.67023 -0.9 -1.4 -1.5 0.098
H -2.15261 2.84009 7.34920 0.0 -0.3 -0.3 0.125
H 2.10127 -1.15597 -2.87286 0.0 -1.4 0.1 0.035
H -3.96643 -6.36770 1.61913 0.0 -0.1 -0.1 0.100
H -0.87767 0.52335 -0.99674 2.7 0.4 0.0 0.096
C 0.80716 0.66293 0.65028 -2.7 -2.2 -1.6 -0.295
C -3.82553 -7.15262 0.87275 0.3 0.0 -0.6 -0.005
H -2.53810 -7.72775 3.22252 0.1 -0.1 -0.1 0.067
H -2.28105 -9.40383 1.28475 -0.1 0.1 0.1 0.115
C -1.07047 -2.24843 -0.33178 -1.6 -0.1 -0.1 -0.207
O 4.34996 0.43930 3.05251 -2.7 0.9 -0.2 0.077
H -0.57673 4.04532 -2.69685 0.1 -2.5 0.0 0.117
H -2.86265 -3.70079 0.12795 0.9 1.2 -2.0 0.080
C -2.38438 -3.16907 -0.80661 0.8 0.6 -0.4 -0.103
C -5.97922 7.97873 -4.55247 -0.2 -0.1 -0.2 -0.069
O -3.25901 4.60321 -4.86319 -0.9 2.1 0.2 0.071
H -1.21313 -5.61796 0.31386 2.5 0.5 -0.6 0.057
C -3.66587 5.75727 -4.95259 0.3 -1.5 -0.1 -0.486
H 3.41277 2.13625 -0.89915 1.4 -0.9 1.9 0.155
H 0.05821 2.53517 -3.62609 -1.0 0.4 1.9 0.108
H 0.48428 -6.40392 0.54789 -0.7 2.2 -1.1 0.092
C 0.41160 -1.83426 1.67021 1.5 -0.2 0.6 -0.158
C -2.39239 -0.13119 5.94158 0.3 -0.7 -1.4 -0.503
H -3.28854 -0.50924 7.89760 0.2 0.0 0.1 0.068
S 6.95803 -0.04990 -0.46029 0.0 0.3 -0.5 0.680
C 6.05053 3.32824 -0.89905 5.2 2.0 -7.5 -0.088
H -5.23738 3.12018 -0.94958 1.7 0.1 -1.8 0.074
H -0.33267 3.09388 -0.41391 1.5 -1.6 -1.7 0.120
O 2.78935 2.19722 3.97587 0.0 -2.2 -1.9 -0.101
C -4.65837 7.73589 -3.84959 -0.2 0.1 -0.1 -0.229
C -1.14862 1.35857 8.52619 0.2 -0.2 0.0 -0.068
H 3.95068 -0.03093 -3.08885 1.8 0.8 1.5 0.078
O 3.38482 -4.39751 -2.22229 1.0 6.0 -1.0 -0.434
H 4.04289 -0.22195 3.74168 0.7 1.6 -0.8 0.128